{"formula": "C7H12", "method": "ωB97M-V with the def2-TZVPD basis set", "relative_energy_ev": 1.235, "lumo_energy_ev": 1.11, "energy_ha": -273.8632, "gap_ha": 0.3493, "homo_energy_ha": -0.3086, "largest_force_ev_per_a": 1.676, "multiplicity": 1, "smiles": "C=C(/C=C/C)CC", "symbols": ["C", "C", "C", "C", "C", "C", "C", "H", "H", "H", "H", "H", "H", "H", "H", "H", "H", "H", "H"], "coordinates": [[-1.575, -1.121, -0.976], [-0.492, -0.496, -0.509], [-0.687, 0.764, 0.226], [0.240, 1.696, 0.437], [-0.052, 3.068, 0.952], [0.866, -1.155, -0.541], [0.928, -2.589, 0.032], [-1.573, -2.162, -1.274], [-2.490, -0.558, -1.119], [-1.730, 1.040, 0.321], [1.249, 1.546, 0.074], [0.807, 3.460, 1.515], [-0.225, 3.800, 0.156], [-0.844, 3.131, 1.694], [1.496, -0.555, 0.121], [1.273, -1.136, -1.550], [0.761, -2.534, 1.105], [1.897, -2.974, -0.275], [0.149, -3.225, -0.388]], "nbo_charge": [-0.40, -0.01, -0.22, -0.16, -0.65, -0.43, -0.59, 0.19, 0.19, 0.20, 0.19, 0.21, 0.22, 0.22, 0.20, 0.21, 0.21, 0.21, 0.20]}

=====

{"formula": "C7H12", "method": "ωB97M-V with the def2-TZVPD basis set", "relative_energy_ev": 3.375, "lumo_energy_ev": 1.11, "energy_ha": -273.7845, "gap_ha": 0.3752, "homo_energy_ha": -0.3343, "largest_force_ev_per_a": 5.483, "multiplicity": 1, "symbols": ["C", "C", "C", "C", "C", "C", "C", "H", "H", "H", "H", "H", "H", "H", "H", "H", "H", "H", "H"], "coordinates": [[1.456, 1.081, 0.844], [1.466, 0.326, -0.469], [0.678, -0.933, -0.805], [-0.398, -1.636, 0.101], [-1.293, -0.544, 0.685], [-1.444, 0.458, -0.391], [0.245, 0.376, -1.366], [1.978, 0.547, 1.644], [1.951, 2.052, 0.717], [0.435, 1.295, 1.160], [2.475, 0.338, -0.913], [1.182, -1.676, -1.427], [-0.967, -2.242, -0.610], [0.034, -2.311, 0.853], [-2.504, -0.389, 0.588], [-0.998, -0.240, 1.699], [-1.761, 1.432, -0.023], [-2.030, 0.060, -1.211], [0.384, 0.624, -2.440]], "nbo_charge": [-0.61, -0.25, -0.25, -0.41, -0.45, -0.37, -0.24, 0.20, 0.21, 0.21, 0.21, 0.22, 0.21, 0.22, 0.25, 0.22, 0.22, 0.20, 0.22]}

=====

{"formula": "C7H12", "method": "ωB97M-V with the def2-TZVPD basis set", "relative_energy_ev": 4.869, "lumo_energy_ev": [0.04, 0.05], "energy_ha": -273.7296, "gap_ha": [0.2688, 0.2701], "homo_energy_ha": [-0.2674, -0.2683], "largest_force_ev_per_a": 0.369, "multiplicity": 1, "symbols": ["C", "C", "C", "C", "C", "C", "C", "H", "H", "H", "H", "H", "H", "H", "H", "H", "H", "H", "H"], "coordinates": [[0.200, 2.981, -1.240], [-0.339, 2.037, -0.170], [-0.437, 0.593, -0.669], [-1.048, -0.356, 0.317], [-0.584, -1.635, 0.587], [-0.023, -2.779, 0.300], [1.058, -3.499, 1.020], [1.202, 2.677, -1.565], [-0.448, 2.984, -2.125], [0.266, 4.009, -0.869], [0.307, 2.068, 0.718], [-1.331, 2.376, 0.156], [0.548, 0.222, -0.970], [-1.071, 0.567, -1.571], [-0.540, -1.140, 1.646], [-1.880, 0.015, 0.914], [1.943, -3.486, 0.369], [0.817, -4.560, 1.162], [1.359, -3.075, 1.990]], "nbo_charge": [-0.60, -0.38, -0.46, -0.10, -0.42, 0.01, -0.70, 0.20, 0.20, 0.21, 0.20, 0.20, 0.22, 0.23, 0.32, 0.20, 0.24, 0.23, 0.19]}

=====

{"formula": "C7H12", "method": "ωB97M-V with the def2-TZVPD basis set", "relative_energy_ev": 5.557, "lumo_energy_ev": 1.06, "energy_ha": -273.7043, "gap_ha": 0.3400, "homo_energy_ha": -0.3012, "largest_force_ev_per_a": 3.273, "multiplicity": 1, "smiles": "C=CC.C#C.C=C", "symbols": ["C", "C", "C", "H", "H", "H", "H", "H", "H", "C", "C", "H", "H", "C", "C", "H", "H", "H", "H"], "coordinates": [[1.721, -0.339, -0.808], [0.713, -1.242, -0.800], [0.659, -2.391, 0.163], [1.914, 0.276, -1.676], [2.516, -0.384, -0.076], [0.132, -1.375, -1.707], [1.237, -2.178, 1.060], [-0.369, -2.605, 0.456], [1.060, -3.298, -0.301], [0.278, 1.694, 0.865], [0.249, 2.467, 1.800], [0.952, 1.121, 0.183], [0.074, 3.087, 2.637], [-1.500, 0.601, 0.233], [-2.119, 1.249, -0.766], [-0.783, -0.250, -0.068], [-2.033, 0.428, 1.159], [-3.058, 1.762, -0.626], [-1.642, 1.376, -1.728]], "nbo_charge": [-0.45, -0.18, -0.65, 0.21, 0.21, 0.21, 0.22, 0.22, 0.23, -0.25, -0.24, 0.24, 0.23, -0.39, -0.40, 0.22, 0.20, 0.19, 0.18]}